Molecular formula: C37H31BiI2N8O3S
Method: DFT, ωB97M-V/def2-TZVPD

Results
gap between HOMO and LUMO	6.82	eV
HOMO	-7.26	eV
energy relative to the best compared isomer or geometry (same formula, charge and spin)	0.000	eV

Each line ends with the Mulliken charge.
Cartesian coordinates (Å):
Bi  -0.0026  0.9502  1.2458  1.748
N  -0.1105  -2.6435  3.9365  -0.364
C  0.3693  -1.5479  3.3240  0.452
S  -0.2477  0.0008  3.8520  -0.631
N  1.3504  -1.7752  2.4590  -1.300
N  1.7339  -0.6763  1.7711  0.955
C  2.9342  -0.6212  1.3060  0.519
C  3.8992  -1.7450  1.4653  -0.596
C  4.4800  -2.3143  0.3360  -0.088
C  5.3806  -3.3651  0.4632  -0.767
C  5.7139  -3.8431  1.7229  -0.445
C  5.1370  -3.2772  2.8550  -0.786
C  4.2259  -2.2374  2.7285  -0.081
C  3.4027  0.6778  0.7303  0.324
C  4.7557  0.9335  0.5394  -0.994
C  5.1536  2.2146  0.1855  -0.509
C  4.2038  3.2030  0.0131  -1.074
C  2.8708  2.8658  0.1936  -0.390
N  2.4867  1.6351  0.5426  0.690
H  -0.8836  -2.5397  4.5625  0.239
H  0.1782  -3.5541  3.6238  0.247
H  4.2133  -1.9417  -0.6502  0.494
H  5.8199  -3.8116  -0.4204  0.402
H  6.4190  -4.6617  1.8249  0.394
H  5.3936  -3.6499  3.8400  0.395
H  3.7624  -1.8001  3.6050  0.475
H  5.4814  0.1484  0.7057  0.466
H  6.2071  2.4374  0.0588  0.435
H  4.4811  4.2172  -0.2472  0.427
H  2.0701  3.5863  0.0418  0.545
I  -0.5865  5.6285  -2.0083  -0.029
C  -0.2772  3.6626  -2.6425  -0.139
C  -0.2317  3.3697  -4.0132  -0.189
C  -0.0237  2.0847  -4.4415  -0.101
I  -0.0371  1.7173  -6.5044  0.037
C  0.2079  1.0474  -3.5061  0.770
C  0.4725  -0.2979  -3.8524  -0.794
C  0.7339  -1.2288  -2.8891  -1.551
C  0.7216  -0.8328  -1.5456  -0.252
N  0.4500  0.4042  -1.1824  0.904
C  0.1815  1.3588  -2.1202  -0.283
C  -0.1393  2.6959  -1.6309  -0.417
O  -0.2596  2.9518  -0.3740  -0.153
H  -0.3675  4.1668  -4.7346  0.380
H  0.4674  -0.5828  -4.8981  0.179
H  0.9318  -2.2631  -3.1440  0.502
H  0.9246  -1.5449  -0.7472  0.396
C  -4.8665  3.0437  1.5981  -0.626
O  -3.7930  3.9777  1.8089  -0.478
C  -2.5856  3.4617  2.0637  0.856
O  -2.3414  2.2576  2.0843  -0.730
N  -1.7101  4.4515  2.3124  0.108
N  -0.3856  4.2332  2.6559  -0.849
H  -5.7664  3.5324  1.9521  0.320
H  -4.6922  2.1262  2.1445  0.283
H  -4.9588  2.8211  0.5400  0.225
H  -2.0161  5.4006  2.3000  0.236
H  -0.3326  3.4667  3.3119  0.377
H  0.1203  3.9830  1.8178  0.300
N  -1.1524  -0.8863  0.9317  -0.330
C  -2.0503  -1.2264  0.0941  -0.044
C  -2.5288  -0.4004  -1.0878  0.467
C  -2.6857  0.9810  -0.9893  -0.638
C  -2.9961  1.7445  -2.1089  -0.526
C  -3.1530  1.1352  -3.3465  -0.482
C  -3.0205  -0.2443  -3.4538  -1.203
C  -2.7191  -1.0072  -2.3309  -0.231
C  -2.6300  -2.6236  0.2045  0.012
C  -3.9853  -2.8660  -0.0077  -0.008
C  -4.5095  -4.1423  0.1721  -0.838
C  -3.6791  -5.1890  0.5506  -0.364
C  -2.3210  -4.9564  0.7507  -0.816
C  -1.8011  -3.6792  0.5809  -0.365
H  -2.5645  1.4598  -0.0236  0.996
H  -3.1007  2.8224  -2.0171  0.512
H  -3.3719  1.7325  -4.2255  0.447
H  -3.1489  -0.7284  -4.4160  0.417
H  -2.5989  -2.0808  -2.4230  0.538
H  -4.6353  -2.0469  -0.2995  0.446
H  -5.5672  -4.3208  0.0123  0.390
H  -4.0872  -6.1858  0.6851  0.383
H  -1.6694  -5.7752  1.0420  0.406
H  -0.7440  -3.4745  0.7366  0.366

=====

Molecular formula: C37H31BrCl75F7N2O3S
Method: DFT, ωB97M-V/def2-TZVPD

Results
gap between HOMO and LUMO	6.59	eV
HOMO	-9.22	eV

Each line ends with the Mulliken charge.
Cartesian coordinates (Å):
C  1.0008  3.9218  4.0768  -0.910
C  0.4651  2.5313  3.3558  0.267
C  1.1482  1.1254  3.8490  -0.969
C  0.6426  -0.3390  3.2201  0.265
S  1.5120  -1.8589  3.8731  1.170
O  1.3860  -3.1284  2.9992  -0.549
O  3.0510  -1.5057  3.8907  -0.593
C  1.0781  -2.3414  5.6298  0.535
F  0.8814  -3.8286  5.8113  -0.243
F  2.2691  -2.0166  6.5016  -0.246
C  -0.1880  -1.5319  6.2850  0.299
F  0.1146  -0.0840  6.5896  -0.188
F  -0.4162  -2.1574  7.6415  -0.249
C  -1.6160  -1.7270  5.4736  0.684
F  -1.6030  -2.8741  4.5149  -0.186
F  -2.6616  -2.0879  6.5025  -0.228
F  -2.1193  -0.4509  4.8538  -0.193
C  -0.5540  -0.2807  2.1035  -0.212
Br  -1.2875  -1.9773  1.3161  -0.151
C  -1.2097  1.1605  1.5726  0.477
N  -2.2680  1.0602  0.5108  -0.340
C  -2.7670  2.4015  0.0562  0.110
O  -3.7886  2.4759  -1.0284  -0.342
C  -2.2309  3.7941  0.7070  -0.191
N  -1.2144  3.9551  1.8034  -0.438
C  -0.7202  2.5871  2.1801  0.392
H  1.0231  4.8478  3.3526  0.338
H  2.0553  3.6939  4.5474  0.256
H  0.2727  4.1074  4.9973  0.097
H  1.9786  1.1239  4.6747  0.643
H  -4.6175  1.9736  -0.7733  0.307
H  -2.6965  4.8014  0.2663  0.349
C  -1.5541  2.2687  8.6898  0.546
Cl  -2.2093  0.7102  8.1590  -0.109
Cl  -1.2784  3.3332  7.3005  -0.142
Cl  -2.6448  3.0372  9.8557  -0.113
H  -0.5949  2.0893  9.1820  -0.256
C  0.8729  -4.5259  -0.4674  0.593
Cl  -0.4655  -5.6654  -0.2438  0.005
Cl  2.3570  -5.3881  -0.9072  -0.071
Cl  0.4645  -3.3212  -1.7008  -0.121
H  1.0441  -4.0059  0.4786  -0.342
C  0.8741  2.3859  11.9452  -0.061
Cl  0.2189  0.8274  11.4144  -0.086
Cl  1.1498  3.4504  10.5559  -0.115
Cl  -0.2166  3.1544  13.1111  -0.036
H  1.8334  2.2065  12.4374  0.349
C  -5.5314  0.9163  -4.1771  0.109
Cl  -6.7669  0.1460  -5.1871  -0.156
Cl  -4.8899  2.3630  -4.9739  -0.087
Cl  -6.1950  1.3250  -2.5859  -0.163
H  -4.7109  0.2081  -4.0366  0.307
C  -4.3524  -6.1743  0.3732  0.113
Cl  -3.8339  -5.1849  -1.0023  -0.109
Cl  -6.0483  -6.6538  0.1902  -0.131
Cl  -3.3164  -7.6022  0.5378  -0.119
H  -4.2602  -5.5751  1.2826  0.231
C  5.4726  1.3327  3.8454  -0.058
Cl  5.3942  1.2890  5.6151  -0.121
Cl  3.8900  1.7428  3.1625  -0.045
Cl  6.7017  2.4891  3.3056  -0.045
H  5.7546  0.3388  3.4886  0.318
C  -5.8208  6.1539  -4.8345  0.384
Cl  -5.8992  6.1103  -3.0649  -0.127
Cl  -7.4034  6.5641  -5.5174  -0.130
Cl  -4.5917  7.3104  -5.3743  -0.054
H  -5.5388  5.1600  -5.1913  -0.066
C  -9.6629  -1.3296  -2.1148  -0.010
Cl  -11.2951  -1.2113  -2.7942  -0.128
Cl  -8.4766  -0.6107  -3.2173  -0.028
Cl  -9.5917  -0.5458  -0.5273  -0.142
H  -9.4184  -2.3873  -1.9879  0.289
C  8.4853  3.2411  7.9192  0.005
Cl  8.2433  3.2852  6.1644  -0.044
Cl  8.2928  1.5900  8.5323  -0.126
Cl  10.0827  3.8799  8.3430  -0.128
H  7.7263  3.8731  8.3874  0.288
C  -0.4162  7.6997  -5.5922  -0.041
Cl  -0.8098  6.6144  -4.2480  -0.116
Cl  0.2889  6.7906  -6.9397  -0.035
Cl  -1.8590  8.5804  -6.1234  -0.125
H  0.3219  8.4264  -5.2434  0.330
C  -0.7783  -5.6017  8.3462  0.702
Cl  0.1680  -5.2115  9.7926  -0.135
Cl  -0.4909  -7.2777  7.8484  -0.135
Cl  -2.5040  -5.3269  8.6391  -0.126
H  -0.4571  -4.9420  7.5361  -0.350
C  1.2525  -8.4777  -2.9475  0.631
Cl  0.0633  -9.6291  -2.3152  -0.122
Cl  2.8397  -9.2485  -3.1089  -0.125
Cl  0.7176  -7.8231  -4.5046  -0.061
H  1.3418  -7.6506  -2.2385  -0.321
C  -5.1023  -5.7756  11.6795  0.543
Cl  -6.5312  -6.6836  11.1568  -0.123
Cl  -5.5763  -4.2175  12.3774  -0.102
Cl  -4.1585  -6.7182  12.8458  -0.128
H  -4.4763  -5.5846  10.8041  -0.169
C  -4.7178  -3.0090  16.2692  0.220
Cl  -3.0836  -2.6875  16.8741  -0.123
Cl  -5.8342  -3.2946  17.6151  -0.122
Cl  -5.2851  -1.6640  15.2650  -0.121
H  -4.6853  -3.9101  15.6515  0.144
C  0.7254  3.2087  -9.3429  0.582
Cl  -0.5101  2.4384  -10.3529  -0.021
Cl  1.3669  4.6554  -10.1397  -0.089
Cl  0.0618  3.6174  -7.7517  -0.090
H  1.5459  2.5005  -9.2024  -0.385
C  0.7563  -10.9601  -6.5802  0.684
Cl  -0.4329  -12.1115  -5.9480  -0.126
Cl  2.3435  -11.7308  -6.7416  -0.129
Cl  0.2214  -10.3054  -8.1373  -0.133
H  0.8456  -10.1330  -5.8713  -0.290
C  -2.3356  6.5442  14.3536  -0.014
Cl  -2.5776  6.5882  12.5988  -0.094
Cl  -2.5281  4.8930  14.9668  -0.109
Cl  -0.7383  7.1830  14.7774  -0.116
H  -3.0946  7.1761  14.8219  0.338
C  3.7595  0.5264  -10.2446  -0.096
Cl  5.3937  0.8478  -9.6397  -0.061
Cl  2.6431  0.2408  -8.8987  -0.175
Cl  3.1922  1.8714  -11.2488  -0.025
H  3.7920  -0.3748  -10.8623  0.348
C  8.3864  1.1428  -7.5356  0.199
Cl  8.0545  -0.5340  -8.0021  -0.121
Cl  8.3506  1.3167  -5.7727  -0.106
Cl  9.9499  1.6702  -8.1811  -0.126
H  7.6060  1.7794  -7.9604  0.147
C  1.0533  5.5129  -14.3446  -0.159
Cl  -0.3756  4.6049  -14.8673  -0.077
Cl  0.5792  7.0710  -13.6467  -0.104
Cl  1.9971  4.5703  -13.1783  -0.056
H  1.6793  5.7039  -15.2200  0.399
C  -2.7021  5.4660  -12.0710  0.648
Cl  -2.9564  7.1375  -12.6011  -0.123
Cl  -1.9012  5.4295  -10.4910  -0.031
Cl  -4.2422  4.5923  -12.0082  -0.140
H  -2.0537  4.9692  -12.7973  -0.363
C  2.1203  -5.3412  -7.7631  -0.029
Cl  1.8660  -3.6697  -8.2932  -0.101
Cl  2.9212  -5.3777  -6.1830  -0.052
Cl  0.5802  -6.2149  -7.7002  -0.120
H  2.7687  -5.8380  -8.4894  0.296
C  5.5773  -3.8613  -2.2797  -0.041
Cl  4.9222  -5.4197  -2.8105  -0.090
Cl  5.8530  -2.7968  -3.6690  -0.106
Cl  4.4867  -3.0927  -1.1138  -0.082
H  6.5366  -4.0406  -1.7875  0.317
C  8.9243  3.9848  -0.0028  0.025
Cl  8.5924  2.3079  -0.4694  -0.109
Cl  8.8885  4.1587  1.7601  -0.097
Cl  10.4878  4.5122  -0.6484  -0.126
H  8.1439  4.6213  -0.4276  0.302
C  -1.9665  1.0093  -15.4198  -0.045
Cl  -3.5988  1.1275  -16.0992  -0.121
Cl  -0.7803  1.7281  -16.5222  -0.119
Cl  -1.8954  1.7930  -13.8323  -0.021
H  -1.7221  -0.0485  -15.2929  0.314

=====

Molecular formula: C37H31Cl5N4O2P2Ru
Method: DFT, ωB97M-V/def2-TZVPD

Results
charge	+2
gap between HOMO and LUMO (alpha / beta)	4.52 / 4.52	eV
HOMO (alpha / beta)	-13.09 / -13.09	eV

Each line ends with the Mulliken charge.
Cartesian coordinates (Å):
Ru  -0.1373  -1.1731  -0.2350  0.056
Cl  2.8103  -1.1837  -1.5489  -0.070
C  2.7665  -1.6902  0.1065  1.394
C  1.5437  -1.7909  0.7167  -2.362
C  1.4413  -2.2033  2.0127  1.475
Cl  -0.1810  -2.1968  2.6180  -0.072
C  2.5566  -2.5405  2.7609  0.123
Cl  2.3761  -3.0608  4.3719  -0.140
C  3.8133  -2.4310  2.1513  0.549
Cl  5.2153  -2.8358  3.0305  -0.131
C  3.9227  -1.9937  0.8252  0.173
Cl  5.4398  -1.8381  0.0698  -0.134
C  -3.3486  0.1785  -0.6912  -1.506
P  -2.4902  -1.2965  -0.1110  2.064
C  -3.3657  -2.0212  1.2935  -1.320
C  -2.8839  -2.5777  -1.3657  1.292
C  -4.1477  -2.6486  -1.9505  -1.180
C  -4.4649  -3.6944  -2.8052  -0.807
C  -3.5327  -4.6885  -3.0736  -0.922
C  -2.2767  -4.6335  -2.4879  -0.935
C  -1.9490  -3.5752  -1.6431  -0.730
P  -0.3497  -3.4368  -0.8139  1.818
C  0.9491  -4.0832  -1.8988  -1.505
C  -0.4205  -4.6970  0.4847  -1.452
H  -4.4184  -0.0244  -0.6298  0.581
H  -3.0672  0.3954  -1.7211  0.356
H  -3.1170  1.0262  -0.0561  0.415
H  -4.3562  -2.3043  0.9357  0.588
H  -3.4358  -1.3096  2.1097  0.442
H  -2.8435  -2.9144  1.6346  0.270
H  -4.9007  -1.8987  -1.7418  0.382
H  -5.4490  -3.7404  -3.2529  0.464
H  -3.7864  -5.5070  -3.7339  0.451
H  -1.5550  -5.4137  -2.6990  0.408
H  0.7007  -5.0826  -2.2556  0.576
H  1.8640  -4.1464  -1.3074  0.425
H  1.1385  -3.4264  -2.7433  0.322
H  -0.6476  -5.6564  0.0188  0.507
H  -1.1891  -4.4653  1.2177  0.299
H  0.5433  -4.7620  0.9913  0.451
O  -1.9940  0.3878  1.8082  -0.710
C  -0.9607  1.0318  1.6224  -1.122
N  -0.5584  2.1309  2.2619  0.160
C  0.6294  2.7439  1.6627  3.991
C  0.9928  1.6511  0.6479  -2.115
O  1.9640  1.6022  -0.0622  -0.462
N  -0.0058  0.6636  0.6663  1.846
C  1.7848  2.9270  2.6444  -0.649
C  2.9565  3.5255  2.1910  -0.132
C  4.0010  3.7515  3.0717  -0.999
C  3.8842  3.3805  4.4067  -0.505
C  2.7279  2.7671  4.8528  -0.968
C  1.6808  2.5256  3.9670  -0.531
C  0.2505  4.0578  0.9809  -0.512
C  0.0438  4.1613  -0.3871  0.218
C  -0.3382  5.3717  -0.9537  -0.736
C  -0.5374  6.4800  -0.1484  -0.565
C  -0.3584  6.3762  1.2262  -0.969
C  0.0430  5.1748  1.7865  -0.232
H  -1.1551  2.6138  2.9153  0.363
H  3.0518  3.8043  1.1490  0.519
H  4.9130  4.2118  2.7146  0.462
H  4.7011  3.5616  5.0929  0.452
H  2.6328  2.4741  5.8903  0.457
H  0.7833  2.0341  4.3220  0.424
H  0.2090  3.3131  -1.0395  -0.231
H  -0.4570  5.4467  -2.0270  0.470
H  -0.8162  7.4277  -0.5895  0.429
H  -0.5185  7.2368  1.8625  0.424
H  0.1950  5.1031  2.8580  0.468
N  1.2039  3.6258  -3.7366  -0.464
C  0.8770  2.5260  -3.7025  -0.190
C  0.4340  1.1583  -3.6143  0.198
C  0.2521  0.3682  -4.7395  -0.453
C  -0.2164  -0.9236  -4.5622  -1.350
C  -0.4855  -1.3842  -3.2949  -0.339
N  -0.2892  -0.6306  -2.1894  1.010
C  0.1714  0.6286  -2.3630  0.266
H  0.4622  0.7603  -5.7263  0.569
H  -0.3754  -1.5787  -5.4070  0.547
H  -0.8912  -2.3682  -3.1547  0.329
H  0.3443  1.2229  -1.4876  0.021